The following is a quantum chemistry calculation of 5 unconnected molecules or ions with the total composition C17H25BCl8O7 at a distorted geometry, from OMol25.

Last columns: bonded neighbours and bond lengths (Å).
Atoms and positions in Å:
1 C 5.73103 -0.38968 -1.77004  C2 1.615, H22 1.146, H23 1.162, H24 1.153
2 C 4.36206 0.41010 -2.07554  C1 1.615, C3 1.548, C21 1.572
3 C 4.09152 1.20201 -3.37806  C2 1.548, C4 1.568, H25 1.141
4 C 2.71682 1.93099 -3.57183  C3 1.568, C5 1.562, H26 1.152
5 C 1.60505 1.84991 -2.47791  C4 1.562, C6 1.546, H27 1.148
6 C 1.85655 1.06748 -1.16802  C5 1.546, C7 1.614, C21 1.558
7 C 0.79122 0.89826 0.03241  C6 1.614, C8 1.603, H28 1.142, H29 1.151
8 C -0.50983 1.82374 -0.11501  C7 1.603, O9 1.481, C13 1.617, H30 1.147
9 O -0.79264 2.22479 1.28216  C8 1.481, C10 1.427
10 C -1.57401 1.12470 1.74533  O9 1.427, O11 1.243, O12 1.455
11 O -1.34974 0.36525 2.70399  C10 1.243
12 O -2.66153 1.08050 0.78043  C10 1.455, C13 1.478
13 C -1.93025 1.15538 -0.50145  C8 1.617, O12 1.478, C14 1.609, C17 1.607
14 C -1.88519 -0.38301 -0.96963  C13 1.609, O15 1.462, H31 1.152, H32 1.163
15 O -1.24119 -0.57724 -2.26749  C14 1.462, O16 1.362
16 O -1.23458 -1.91971 -2.49636  O15 1.362, H33 0.987
17 C -2.58480 2.26339 -1.46417  C13 1.607, B18 1.623, H34 1.157, H35 1.158
18 B -3.88351 1.76778 -2.30181  C17 1.623, O19 1.467, O20 1.439
19 O -5.06032 2.64387 -2.27591  B18 1.467, H36 0.981
20 O -3.98400 0.57782 -3.10461  B18 1.439, H37 0.982
21 C 3.23875 0.37428 -0.97619  C2 1.572, C6 1.558, H38 1.138
22 H 6.62946 0.08843 -2.29730  C1 1.146
23 H 5.85474 -0.40250 -0.61512  C1 1.162
24 H 5.62790 -1.49768 -2.07143  C1 1.153
25 H 4.88353 1.28164 -4.19528  C3 1.141
26 H 2.59192 2.52733 -4.54951  C4 1.152
27 H 0.58610 2.36287 -2.60499  C5 1.148
28 H 0.57672 -0.21262 0.18781  C7 1.142
29 H 1.34259 1.25393 0.97846  C7 1.151
30 H -0.25558 2.81278 -0.63724  C8 1.147
31 H -1.33669 -1.02981 -0.19048  C14 1.152
32 H -2.97575 -0.78764 -0.98413  C14 1.163
33 H -2.14796 -2.24597 -2.67935  O16 0.987
34 H -2.93905 3.12799 -0.78142  C17 1.157
35 H -1.81966 2.75296 -2.18193  C17 1.158
36 H -5.84201 2.15450 -1.94217  O19 0.981
37 H -4.86917 0.18188 -2.94905  O20 0.982
38 H 3.48511 -0.19190 -0.02075  C21 1.138
39 Cl 6.86292 -2.28176 0.88699  C40 1.768
40 C 6.11512 -3.71139 0.16465  Cl39 1.768, Cl41 1.768, H42 1.089, H43 1.089
41 Cl 6.73528 -4.00584 -1.46444  C40 1.768
42 H 6.33370 -4.57722 0.78767  C40 1.089
43 H 5.03789 -3.55773 0.11100  C40 1.089
44 Cl -5.94314 -2.94289 1.15474  C45 1.767
45 C -5.44811 -1.27838 1.48275  Cl44 1.767, Cl46 1.769, H47 1.089, H48 1.089
46 Cl -5.08842 -0.41124 -0.01630  C45 1.769
47 H -6.25468 -0.76527 2.00357  C45 1.089
48 H -4.55510 -1.29049 2.10645  C45 1.089
49 Cl -5.11211 0.63641 4.56582  C50 1.768
50 C -6.83028 0.65788 4.98105  Cl49 1.768, Cl51 1.768, H52 1.089, H53 1.089
51 Cl -7.71791 -0.59108 4.09805  C50 1.768
52 H -6.93829 0.47939 6.04975  C50 1.089
53 H -7.24369 1.63246 4.72596  C50 1.089
54 Cl 4.38366 -1.40463 2.56993  C55 1.767
55 C 5.07179 -1.84013 4.13789  Cl54 1.767, Cl56 1.768, H57 1.089, H58 1.089
56 Cl 4.67034 -3.50590 4.57165  C55 1.768
57 H 6.15520 -1.73867 4.08864  C55 1.089
58 H 4.67224 -1.17034 4.89775  C55 1.089

Results
**Calculated total energy**: -4895.6059 Ha
**HOMO level**: -0.3109 Ha
**Energy above the lowest of the compared OMol25 structures with the same formula, charge and spin**: 653.8 kJ/mol
**SMILES**: Cc1cccc(C[C@@H]2OC(=O)O[C@@]2(COO)CB(O)O)c1.ClCCl.ClCCl.ClCCl.ClCCl
**Frontier orbital gap**: 8.74 eV

Here are the Löwdin charges for atoms 1 to 4, given in e: C -0.11; C -0.20; C -0.05; C -0.06